The following is a DFT calculation (the ωB97M-V functional and the def2-TZVPD basis) of a molecular structure, C25H43As2NO10S3SbSiV.

The geometry in XYZ format:
```
87
Properties=species:S:1:pos:R:3:forces:R:3
V -0.855604 -0.700818 0.663194 0.501 -0.185 -0.036
S -3.988824 -1.475190 4.260080 -0.035 0.011 -0.039
Sb -4.986328 -1.175089 2.264006 0.091 0.054 -0.034
S -3.894225 0.719123 1.055589 -0.154 0.059 0.077
S -3.262154 -1.184588 0.390484 -0.134 -0.047 -0.074
N -1.251012 -0.441099 2.759549 0.002 -0.002 0.016
C -0.008009 -0.204792 3.512236 0.011 0.030 -0.056
C 1.220074 -0.571863 2.677754 -0.040 -0.002 0.098
O 2.324695 -0.551331 3.184958 -0.004 -0.028 -0.047
O 0.959626 -0.854920 1.435405 -0.123 0.081 -0.069
H -1.894347 0.342759 2.848914 -0.003 0.028 -0.007
H -1.775599 -1.215497 3.165502 -0.032 -0.016 0.001
H 0.012995 -0.760344 4.449095 0.009 -0.012 0.001
H 0.080323 0.853618 3.761357 0.004 0.007 0.021
C 1.464804 6.346103 1.131082 -0.016 0.008 -0.001
O 0.151545 5.967709 1.528884 0.015 0.014 -0.021
C -0.465742 4.878908 1.017310 0.135 -0.044 0.069
O -1.532883 4.563848 1.463655 -0.072 -0.001 -0.017
C 0.227571 4.002887 0.009952 -0.028 0.018 -0.020
C 0.504654 4.389322 -1.236505 -0.002 -0.042 -0.046
As 1.202819 3.220688 -2.720690 -0.039 -0.009 0.019
C -0.195688 3.747795 -4.000654 -0.008 -0.002 -0.001
C 0.605047 1.623592 -1.846157 0.005 -0.019 -0.002
C 1.427554 1.481030 -0.679361 0.012 0.038 -0.048
As 0.427520 2.176960 0.796199 -0.064 0.097 0.000
C 1.694551 2.745413 2.183916 -0.001 -0.019 0.018
C 2.835472 1.134433 -0.747259 -0.083 -0.194 0.116
O 3.420778 0.752852 -1.738434 0.046 0.066 -0.113
O 3.422737 1.175554 0.471925 0.019 0.061 0.011
C 4.688674 0.529502 0.557631 0.014 0.006 0.004
C -0.652954 1.038334 -1.884151 0.011 0.027 -0.038
O -1.020595 0.046173 -1.168144 -0.037 -0.048 0.280
O -1.532533 1.489874 -2.791447 0.022 0.033 -0.050
C -2.814260 0.859661 -2.819366 -0.036 -0.024 -0.005
C 0.198469 5.788472 -1.660040 0.096 0.030 0.087
O -0.882214 6.297746 -1.548810 -0.042 -0.009 -0.045
O 1.193340 6.510931 -2.243202 -0.033 -0.037 -0.035
C 2.563563 6.116903 -2.143056 0.025 0.021 0.020
H 1.421425 7.014618 0.270930 0.004 0.004 0.010
H 2.085363 5.481735 0.901142 -0.001 -0.019 0.007
H 1.894362 6.880115 1.975714 -0.014 -0.002 0.005
H 0.101867 4.701789 -4.438214 0.008 -0.001 0.003
H -1.169773 3.838215 -3.530689 -0.009 -0.002 -0.003
H -0.238570 2.994259 -4.785179 0.001 0.001 0.001
H 2.531669 3.286354 1.750201 0.002 0.013 -0.020
H 2.082387 1.872015 2.702445 -0.001 -0.009 0.009
H 1.148747 3.382421 2.883052 0.002 -0.002 -0.008
H 4.933003 0.502520 1.615805 -0.004 0.006 -0.001
H 5.445069 1.077813 -0.005467 -0.005 0.002 0.003
H 4.623438 -0.484475 0.164847 -0.011 0.001 0.004
H -3.382342 1.403412 -3.569984 0.003 0.000 -0.001
H -3.309181 0.932005 -1.851213 0.005 0.005 -0.009
H -2.724794 -0.188581 -3.101097 -0.012 0.035 -0.006
H 3.128904 7.017105 -1.904744 -0.002 0.002 -0.004
H 2.904648 5.709204 -3.092953 -0.010 0.007 -0.002
H 2.720113 5.371484 -1.365447 0.005 0.018 -0.003
C 1.390223 -3.230365 -0.404015 0.007 -0.023 0.034
Si -0.446770 -3.180568 0.067665 -0.032 0.035 -0.029
C -1.343280 -3.894941 -1.508241 -0.011 -0.014 0.014
C -0.514324 -5.008665 -2.164048 0.021 -0.001 0.018
C -1.472079 -2.764424 -2.536059 -0.023 0.002 0.010
C -2.745692 -4.445707 -1.231541 0.025 0.021 0.009
C -0.662370 -4.351361 1.598935 0.008 -0.026 -0.030
C -2.076426 -4.294378 2.184046 0.008 0.022 -0.010
C 0.308296 -3.903985 2.699140 0.009 0.008 -0.021
C -0.332656 -5.808404 1.252448 0.006 0.017 -0.008
H 1.754230 -4.252033 -0.545324 -0.002 -0.004 -0.006
H 1.992857 -2.740955 0.360497 -0.004 -0.012 -0.025
H 1.553893 -2.685902 -1.338708 0.004 0.004 0.002
H 0.454785 -4.640284 -2.504811 -0.012 -0.005 0.003
H -1.048873 -5.392310 -3.042671 -0.003 0.002 -0.001
H -0.335216 -5.850168 -1.493696 0.009 -0.008 -0.001
H -0.513252 -2.277641 -2.734470 -0.008 0.002 -0.002
H -2.164157 -1.996159 -2.192461 0.014 -0.026 0.025
H -1.849321 -3.166624 -3.485744 0.001 -0.005 0.000
H -2.716632 -5.348392 -0.618500 -0.004 0.002 0.004
H -3.232348 -4.709384 -2.179418 -0.002 -0.002 -0.001
H -3.385426 -3.716626 -0.729364 -0.012 0.006 0.000
H -2.362252 -3.278414 2.466565 0.014 -0.030 0.006
H -2.133844 -4.907973 3.091750 -0.003 0.000 0.001
H -2.831052 -4.664504 1.488946 -0.015 -0.007 -0.019
H 0.032006 -2.927808 3.099715 0.010 0.036 0.004
H 1.340999 -3.837805 2.352261 0.001 -0.006 -0.001
H 0.274745 -4.615756 3.533113 -0.003 0.007 0.002
H -1.047785 -6.233583 0.546210 0.008 0.003 0.001
H -0.366748 -6.422188 2.161633 -0.002 0.000 0.003
H 0.668279 -5.909330 0.825559 -0.002 -0.008 -0.005
```
Forces are in eV/Å.

* multiplicity: 4
* E_HOMO (alpha / beta): -4.984 / -5.089 eV
* M: 964.5 g/mol
* gap between HOMO and LUMO (alpha / beta): 6.89 / 6.29 eV
* E: -242877.218 eV
* charge: -1
* LUMO level (alpha / beta): 1.90 / 1.20 eV

Atom charges from the Löwdin analysis, given in e for atoms 1 to 8:
1 V 0.51
2 S -0.25
3 Sb 0.43
4 S -0.07
5 S -0.05
6 N -0.08
7 C -0.14
8 C -0.67